A cluster of 2 separate species, C3H8OS2 in total. Source: the Open Molecules 2025 dataset; level of theory: ωB97M-V with the def2-TZVPD basis set.

The geometry in XYZ format:
```
14
C3H8OS2, DFT ωB97M-V with the def2-TZVPD basis set
C -0.5239 -1.8589 2.6621
C -0.9746 -0.4070 2.7812
C -0.8257 0.4847 1.7838
O -1.3860 1.7608 1.8357
H -1.3859 -2.5244 2.7990
H -0.0622 -2.0369 1.6836
H 0.1998 -2.0648 3.4393
H -1.5221 -0.0139 3.6202
H -0.3732 0.2521 0.8065
H -1.6701 1.9335 0.9207
S 1.6268 0.7541 -1.9902
S 0.1105 -0.6510 -2.2996
H 1.2993 1.1625 -0.7503
H 0.7512 -1.7574 -1.9318
```

HOMO (alpha / beta) = -12.9 / -12.9 eV
Strongest force on any atom = 5.18 eV/A
Energy above the lowest of the compared OMol25 structures with the same formula, charge and spin = 27.1 kcal per mole
Charge = +1
Kohn-Sham gap (alpha / beta) = 8.35 / 4.11 eV
<S²> = 0.755
Multiplicity = 2

Results of the Löwdin charge analysis, in e, for atoms 1 through 4:
1 C 0.00
2 C 0.07
3 C -0.01
4 O 0.15

=====

The molecule C8H18N2O. Source: the Open Molecules 2025 dataset; level of theory: ωB97M-V with the def2-TZVPD basis set.

The geometry in XYZ format:
```
29
C8H18N2O, DFT ωB97M-V with the def2-TZVPD basis set
C 0.2470 3.4348 0.1394
C 0.1761 2.3496 -0.8134
C -0.9172 1.2591 -0.5349
C -0.6715 0.1815 -1.5993
C -1.3981 -1.1688 -1.3025
C -0.3671 -2.2807 -0.9483
C 0.5213 -2.2186 0.3134
N 0.5112 -1.0253 1.1739
C 0.5748 -1.3424 2.6177
N 1.5916 -0.3023 0.6745
O 1.7952 0.6598 1.3751
H 0.0139 3.0997 1.2087
H 1.3461 3.7918 0.1553
H -0.5258 4.1799 -0.1601
H -0.0135 2.7316 -1.7884
H 1.1232 1.8629 -0.9767
H -1.9232 1.6787 -0.5396
H -0.6894 0.8979 0.5265
H -0.6049 0.5262 -2.6172
H 0.3603 -0.0602 -1.4007
H -1.9266 -1.2406 -0.4000
H -2.0941 -1.3861 -2.1125
H 0.3583 -2.4114 -1.8046
H -1.0303 -3.2098 -1.0328
H 0.1730 -3.0299 0.9562
H 1.5596 -2.5287 0.2108
H 1.2840 -2.2410 2.5707
H 1.0068 -0.5732 3.1993
H -0.4807 -1.6345 2.9093
```

HOMO = -9.5 eV
Strongest force on any atom = 3.45 eV/A
Energy above the lowest of the compared OMol25 structures with the same formula, charge and spin = 98.2 kcal per mole
Kohn-Sham gap = 9.76 eV

Results of the Löwdin charge analysis, in e, for atoms 1 through 4:
1 C -0.15
2 C -0.35
3 C -0.20
4 C -0.20

=====

A cluster of 16 separate species, C21H74N4O16 in total. Source: the Open Molecules 2025 dataset; level of theory: ωB97M-V with the def2-TZVPD basis set.

The geometry in XYZ format:
```
115
C21H74N4O16, DFT ωB97M-V with the def2-TZVPD basis set
C -3.1080 25.7290 2.0770
C -4.3470 26.2270 2.8200
O -5.3620 25.2570 2.6660
H -3.1850 26.0660 1.0360
H -3.0030 24.6450 2.1560
H -2.2020 26.1480 2.4420
H -4.6290 27.1480 2.2910
H -4.2310 26.4430 3.8870
H -5.7920 25.1920 3.5150
C 3.1790 25.6700 7.0920
C 3.6510 26.8730 7.9230
O 3.8790 27.9340 7.0700
H 2.3230 25.9000 6.4050
H 3.0060 24.7500 7.6460
H 4.0340 25.4430 6.4570
H 4.6400 26.8000 8.4850
H 2.9350 27.2700 8.6270
H 4.1470 28.7280 7.5960
C -1.3190 27.1210 -0.4060
C -1.6840 28.5300 -0.3330
O -2.8750 28.5720 0.3980
H -1.0660 26.7220 0.5410
H -0.4240 26.8350 -0.9900
H -2.0230 26.5050 -0.8480
H -1.9970 28.8900 -1.3410
H -0.9480 29.2450 0.0960
H -2.6740 28.5990 1.3390
C 3.9860 28.1350 2.4630
C 4.0320 28.3520 4.0140
O 4.5150 27.1890 4.5840
H 3.3560 27.3570 2.1080
H 5.0110 27.9720 2.0560
H 3.5560 29.0410 2.0170
H 3.0770 28.6120 4.4640
H 4.6990 29.1140 4.2970
H 4.3100 27.2880 5.5230
C -2.7230 22.7450 4.5880
C -4.0160 22.4360 3.9350
O -4.6190 21.3520 4.6410
H -2.7110 23.0230 5.6270
H -2.1790 23.5180 4.0400
H -2.1690 21.8200 4.5040
H -3.9250 22.1940 2.9500
H -4.6120 23.3540 3.8710
H -5.5890 21.4080 4.5980
C 0.6460 30.5290 3.0250
O -0.1840 31.5680 3.5010
N 0.8410 29.4920 3.7410
N 1.1420 30.4200 1.8070
H 0.4990 29.4980 4.7190
H 1.3410 28.6570 3.4170
H 0.9400 31.1590 1.1490
H 1.3670 29.5400 1.3380
C 1.5800 22.8560 3.0150
O 0.2720 22.5680 3.2650
N 2.0670 22.7230 1.8290
N 2.4910 23.3060 3.8580
H 1.5260 22.0040 1.3730
H 2.9990 22.8290 1.4660
H 2.1120 23.3200 4.8580
H 3.2670 23.9200 3.6470
C -0.0420 27.8120 6.8710
O -0.1430 29.0630 6.2380
H 0.9410 27.5530 7.1600
H -0.2460 27.1290 6.0600
H -0.7510 27.7300 7.6550
H -0.6330 29.6480 6.7730
C 4.3550 24.9870 1.4270
O 4.4660 25.0280 2.8370
H 5.2350 25.5620 0.9990
H 3.3820 25.4590 1.0670
H 4.4420 23.9720 1.1030
H 4.4230 25.9410 3.0970
C 1.9520 28.2470 -0.5700
O 1.3560 27.9610 0.6440
H 2.5520 29.1330 -0.5740
H 1.1760 28.3860 -1.2990
H 2.5900 27.4520 -0.9250
H 0.8530 27.1300 0.4850
C -2.5630 29.0280 4.1850
O -1.8610 28.8390 2.9970
H -2.6070 28.1030 4.7520
H -3.5890 29.2520 3.9000
H -2.1460 29.7510 4.8920
H -0.9500 28.8810 3.2340
C 0.1480 23.4120 6.3240
O 1.5860 23.3760 6.3190
H -0.1680 22.4620 5.8450
H -0.3480 24.2940 5.8810
H -0.2060 23.4000 7.3040
H 1.9200 22.7400 6.9490
C -1.7110 22.7320 0.6270
O -1.5910 23.8790 -0.1150
H -2.6770 22.6420 1.0290
H -1.0880 22.7400 1.4710
H -1.5480 21.8730 0.0810
H -0.6540 24.1340 0.0770
C 0.2280 26.0230 3.3530
O 1.5690 25.9680 3.7710
H -0.5050 25.7440 4.1380
H 0.1840 25.2580 2.6860
H 0.0040 26.9310 2.8080
H 1.8370 25.0620 3.6490
C -2.6910 25.8470 6.3970
O -2.5500 25.3660 7.6770
H -2.7220 26.9050 6.4340
H -3.7000 25.5160 6.0660
H -1.9740 25.4870 5.6530
H -2.9610 24.4690 7.7370
C 1.4020 24.4490 -0.8180
O 1.0140 24.8380 0.4760
H 1.7710 25.2780 -1.4400
H 0.6330 23.9250 -1.3860
H 2.2620 23.7820 -0.7750
H 1.3530 24.1210 1.0760
```

HOMO = -8.6 eV
Strongest force on any atom = 8.39 eV/A
Energy above the lowest of the compared OMol25 structures with the same formula, charge and spin = 30.8 kcal per mole
Kohn-Sham gap = 8.80 eV

Results of the Löwdin charge analysis, in e, for atoms 1 through 4:
1 C -0.05
2 C -0.29
3 O -0.08
4 H 0.07

=====

A structure of composition C13H37AsO11P3RuSi2. Source: the Open Molecules 2025 dataset; level of theory: ωB97M-V with the def2-TZVPD basis set.

The geometry in XYZ format:
```
68
C13H37AsO11P3RuSi2, DFT ωB97M-V with the def2-TZVPD basis set
Ru -0.2841 -0.1536 -0.0249
C 3.7482 -0.9318 3.1246
C 2.7055 -0.1654 2.3332
O 3.0046 1.2376 2.3513
P 1.0297 -0.2463 3.0430
O 1.1274 0.5125 4.4284
O 0.6480 -1.6859 3.5427
O 0.0576 0.3677 2.0930
P 2.4452 -0.7378 0.6083
O 3.8361 -1.3493 0.1004
O 1.4138 -1.8356 0.6826
O 2.0591 0.5073 -0.1549
H 3.6716 -0.7109 4.1899
H 4.7380 -0.6403 2.7762
H 3.6287 -2.0050 2.9775
H 2.7040 1.5829 1.4924
H 1.4979 1.3986 4.3067
H 0.2736 -2.2182 2.8098
H 4.3554 -0.6980 -0.3868
C 0.0141 0.7569 -5.4278
Si -1.2090 0.6170 -4.0153
C -2.8336 -0.0398 -4.6694
C -1.4787 2.3109 -3.3024
As -0.3216 -0.7511 -2.3369
Si -0.0632 -2.9128 -3.1475
C 1.3847 -3.7284 -2.2888
C -1.6235 -3.9184 -2.9207
C 0.2690 -2.8064 -4.9817
H -0.1720 1.6815 -5.9796
H -0.0773 -0.0720 -6.1314
H 1.0406 0.7857 -5.0569
H -3.1333 0.5028 -5.5685
H -3.6203 0.0785 -3.9205
H -2.7666 -1.1019 -4.9191
H -1.9545 2.9525 -4.0493
H -0.5309 2.7711 -3.0139
H -2.1266 2.2698 -2.4275
H 1.6034 -3.2575 -1.3274
H 2.2806 -3.6409 -2.9077
H 1.1931 -4.7909 -2.1247
H -1.9822 -3.8754 -1.8907
H -1.4609 -4.9655 -3.1844
H -2.4189 -3.5245 -3.5593
H 1.1293 -2.1690 -5.1948
H -0.5956 -2.4199 -5.5257
H 0.4858 -3.8054 -5.3700
C -0.7191 -3.9760 0.8218
O -1.1763 -2.8398 1.5717
P -1.8101 -1.5327 0.8611
O -2.9759 -2.2299 0.0125
C -3.6671 -1.5178 -1.0271
O -2.5445 -0.8721 2.1033
C -3.4509 -1.6137 2.9274
H -0.6136 -4.7877 1.5372
H 0.2403 -3.7454 0.3655
H -1.4593 -4.2466 0.0722
H -3.0138 -1.4147 -1.8921
H -3.9627 -0.5295 -0.6815
H -4.5370 -2.1224 -1.2709
H -4.1246 -0.8894 3.3770
H -2.8947 -2.1357 3.7052
H -4.0215 -2.3298 2.3361
C -0.7651 2.7544 0.4414
C -1.3980 1.4603 -0.0290
O -2.6030 1.3772 -0.1864
H -1.5256 3.5336 0.4774
H 0.0538 3.0494 -0.2185
H -0.3467 2.5827 1.4347
```

HOMO (alpha / beta) = -7.4 / -7.4 eV
Strongest force on any atom = 2.26 eV/A
Energy above the lowest of the compared OMol25 structures with the same formula, charge and spin = 1.0 kcal per mole
Kohn-Sham gap (alpha / beta) = 7.95 / 6.23 eV
<S²> = 0.768
Multiplicity = 2

Results of the Löwdin charge analysis, in e, for atoms 1 through 4:
1 Ru 0.63
2 C -0.05
3 C -0.59
4 O -0.06

=====

A structure of composition C22H59N5O7V. Source: the Open Molecules 2025 dataset; level of theory: ωB97M-V with the def2-TZVPD basis set.

The geometry in XYZ format:
```
94
C22H59N5O7V, DFT ωB97M-V with the def2-TZVPD basis set
O -0.6935 0.7278 -0.4862
V -1.0705 -0.6715 -1.1887
C -3.0409 3.7405 0.0772
O -2.8280 2.3631 0.2100
C -3.9771 1.5861 -0.1224
C -3.8019 0.1197 0.5343
N -3.2261 -0.8979 -0.4024
C -3.1536 -2.2099 0.2098
C -2.7707 -3.1907 -0.9814
O -1.8035 -2.6640 -1.8975
C -1.3990 -3.6361 -2.8814
H -2.1461 4.2054 0.4909
H -3.7718 4.2207 0.7278
H -3.2283 3.9785 -0.9699
H -4.1416 1.4853 -1.1952
H -4.8674 1.9917 0.3583
H -4.8214 -0.1247 0.8327
H -3.2880 0.1096 1.4955
H -3.9446 -1.0120 -1.1030
H -4.1686 -2.3885 0.5649
H -2.4654 -2.3121 1.0488
H -3.6208 -3.4969 -1.5909
H -2.4428 -4.0541 -0.4025
H -2.2309 -4.1834 -3.3247
H -0.8356 -4.4066 -2.3552
H -0.7685 -3.2351 -3.6750
C 2.1840 -2.0754 1.4208
C 1.4270 -1.5357 0.1984
C 1.7618 -2.1999 -1.1643
O 0.9478 -1.6059 -2.1804
C 1.4001 -1.8156 -3.5372
N 0.0319 -1.6870 0.4396
H 3.2427 -1.8472 1.2979
H 2.1063 -3.1566 1.5356
H 1.8621 -1.6377 2.3657
H 1.6432 -0.4676 0.2211
H 1.7363 -3.2886 -1.1177
H 2.8070 -2.0307 -1.4231
H 1.5950 -2.8821 -3.6494
H 2.3113 -1.3335 -3.8914
H 0.7534 -1.6505 -4.3990
H -0.0022 -1.3605 1.3948
H -0.0223 -2.6808 0.6114
C -1.9283 2.3355 -3.0182
C -1.3427 1.1799 -3.7887
C 0.1690 1.1766 -3.9957
O 0.7830 1.0134 -2.6970
C 2.0656 1.5337 -2.7104
N -1.7353 -0.0801 -3.2075
H -1.6262 2.5203 -1.9874
H -3.0167 2.2992 -3.0654
H -1.5976 3.2442 -3.5213
H -1.8073 1.1081 -4.7721
H 0.4892 2.0668 -4.5372
H 0.5076 0.4001 -4.6816
H 2.1173 2.5932 -2.9609
H 2.7613 1.0222 -3.3757
H 2.4679 1.5394 -1.6974
H -1.3976 -0.6980 -3.9315
H -2.7241 -0.1179 -3.4096
C -0.8562 1.7334 3.1833
C -0.3213 0.3341 3.3208
C -0.4029 -0.1924 4.7836
O 0.2225 -1.4962 4.8926
C -0.4045 -2.1922 5.9497
N -1.1819 -0.5734 2.5642
H -1.9332 1.7710 3.3475
H -0.6791 2.0934 2.1698
H -0.3632 2.3276 3.9527
H 0.6962 0.3197 2.9301
H -1.4370 -0.1715 5.1275
H 0.2158 0.3464 5.5012
H -0.3365 -1.5774 6.8472
H 0.1084 -3.1455 6.0776
H -1.4259 -2.5385 5.7918
H -2.1009 -0.1546 2.5506
H -1.3429 -1.4048 3.1145
C 2.1047 2.5151 0.8068
C 3.3978 2.1184 1.6002
C 4.6004 1.6752 0.7216
O 4.2797 0.4838 0.0352
C 5.2508 -0.0962 -0.8485
N 3.8162 3.2273 2.4426
H 1.5961 1.7163 0.2670
H 2.2004 3.3374 0.0978
H 1.3426 2.8380 1.5160
H 3.1774 1.3260 2.3156
H 5.4144 1.3841 1.3856
H 4.8709 2.4717 0.0284
H 5.7338 0.6238 -1.5092
H 4.8223 -0.8614 -1.4957
H 6.0166 -0.5757 -0.2387
H 4.5057 2.9505 3.1268
H 2.9492 3.4603 2.9053
```

HOMO (alpha / beta) = -16.4 / -16.4 eV
Strongest force on any atom = 3.77 eV/A
Charge = +3
Kohn-Sham gap (alpha / beta) = 8.21 / 3.59 eV
<S²> = 2.051
Multiplicity = 3

Results of the Löwdin charge analysis, in e, for atoms 1 through 4:
1 O -0.23
2 V 1.02
3 C -0.10
4 O -0.24

=====

A structure of composition C21H29N3ORbSSe2. Source: the Open Molecules 2025 dataset; level of theory: ωB97M-V with the def2-TZVPD basis set.

The geometry in XYZ format:
```
58
C21H29N3ORbSSe2, DFT ωB97M-V with the def2-TZVPD basis set
Rb 0.1827 -0.6736 -0.5908
C 3.2168 -2.9865 1.5909
C 3.3790 -1.5657 1.0952
C 3.6696 -1.3237 -0.2462
C 3.7810 -0.0269 -0.7367
C 4.0495 0.1976 -2.2068
C 3.6549 1.0415 0.1446
C 3.4093 0.8400 1.4989
C 3.3029 2.0262 2.4300
C 3.2475 -0.4715 1.9549
H 4.1861 -3.4838 1.6918
H 2.6170 -3.5722 0.8880
H 2.7269 -3.0143 2.5674
H 3.7608 -2.1521 -0.9416
H 5.1236 0.2216 -2.4163
H 3.6253 1.1427 -2.5469
H 3.6091 -0.6099 -2.7962
H 3.7521 2.0574 -0.2329
H 2.3168 2.4839 2.3619
H 4.0446 2.7896 2.1794
H 3.4522 1.7343 3.4717
H 3.0308 -0.6430 3.0084
N 1.0450 -1.5961 -4.4336
C 0.4705 -1.9949 -3.2313
S 1.3869 -3.0924 -2.2380
N -0.6882 -1.3962 -3.0298
N -1.5394 -1.9440 -2.0866
C -2.5552 -1.2125 -1.8169
C -2.8637 0.1692 -2.3322
C -3.9171 0.3095 -3.2330
C -4.2741 1.5376 -3.7866
C -3.5400 2.6649 -3.4076
C -2.4990 2.5607 -2.4936
C -2.1276 1.3209 -1.9049
O -1.2213 1.2653 -0.9795
H 2.0464 -1.6522 -4.4586
H 0.6209 -0.7730 -4.8345
H -3.3000 -1.7078 -1.2050
H -4.4621 -0.5852 -3.5276
H -5.0976 1.6126 -4.4893
H -3.7911 3.6379 -3.8228
H -1.9354 3.4364 -2.1874
C -3.9670 -0.5323 2.3773
Se -2.6737 0.1940 1.1234
C -2.2203 1.7787 2.1393
C -1.8262 1.5136 3.5821
Se -0.1537 0.5430 3.7998
C -0.8383 -1.2694 3.6772
H -4.7785 0.1785 2.5312
H -3.5314 -0.8200 3.3381
H -4.3665 -1.4225 1.8924
H -3.0571 2.4740 2.0994
H -1.3999 2.2017 1.5610
H -2.5834 0.9517 4.1245
H -1.6816 2.4501 4.1140
H -1.4945 -1.4861 4.5137
H 0.0283 -1.9253 3.7218
H -1.3528 -1.4022 2.7352
```

HOMO = -3.8 eV
Strongest force on any atom = 2.57 eV/A
Energy above the lowest of the compared OMol25 structures with the same formula, charge and spin = 11.4 kcal per mole
Charge = -1
Kohn-Sham gap = 5.93 eV

Results of the Löwdin charge analysis, in e, for atoms 1 through 4:
1 Rb 0.87
2 C -0.04
3 C -0.27
4 C -0.07

=====

Number 5 is which compound? C22H59N5O7V

=====

Among the records above, which one has the lowest strongest force on any atom? C13H37AsO11P3RuSi2

=====

Look up the strongest force on any atom of the third one. 8.39 eV/A

=====

The highest strongest force on any atom belongs to which entry? C21H74N4O16